102
Properties=species:S:1:pos:R:3:forces:R:3 method="wB97M-V/def2-TZVPD" orbital_gap_ha=0.2756 charge=0
C 3.071972 -0.207409 1.664242 0.5 0.0 0.4
C 1.978117 -0.592968 0.545152 1.7 0.0 -0.6
O 0.825539 0.273250 0.509122 0.1 -0.9 1.4
C -0.055445 0.025714 1.645156 -0.5 -0.3 0.2
C -1.208257 1.156584 1.778374 -2.5 -0.1 0.2
C -2.677458 0.665398 1.929406 1.5 2.8 0.3
C -3.129888 -0.875638 1.924043 -0.6 1.0 -0.4
C -3.645983 -1.199932 0.416278 1.2 -0.2 -0.2
C -3.708221 -2.768193 0.074052 -0.2 0.1 -0.9
C -5.080913 -3.500974 0.524503 0.2 -0.4 0.0
N -6.063736 -2.608918 1.211947 0.5 -0.5 -0.3
C -3.857520 1.731330 2.089953 3.2 2.2 -0.9
C -5.404667 1.281798 2.286404 1.2 0.8 1.5
C -5.611001 1.133936 3.901409 0.5 0.3 0.0
F -6.523669 2.147675 4.412020 1.1 -1.6 -0.9
C -3.440507 3.220794 2.047503 0.0 -2.0 0.0
C -4.576595 4.375437 2.152708 0.8 -0.9 0.7
C -5.042779 4.694729 3.563478 -1.7 2.2 -1.7
C -6.088180 5.812530 3.788304 2.0 -1.3 -4.7
C -6.499481 6.458870 2.444217 1.9 -2.4 1.0
C -5.909318 5.928203 1.143850 -0.5 0.5 0.4
N -4.952467 4.903377 0.885111 -2.3 1.9 5.8
C -1.942288 3.722346 1.895458 -0.2 -1.0 0.1
N -1.717767 5.142692 1.891146 4.3 -2.6 -0.6
C -0.339759 5.472654 1.738167 -1.0 -1.6 0.1
C 0.023595 7.045935 1.681600 -1.4 -0.5 0.1
C 0.779408 4.395902 1.640557 -1.2 -0.9 0.1
N 0.610884 2.979598 1.670452 -3.6 5.0 0.3
C -0.794636 2.691981 1.778458 -1.5 -1.7 0.1
H 3.049013 0.919735 1.913635 -0.3 -1.8 -0.4
H 4.155431 -0.408732 1.301505 -1.9 0.2 0.3
H 2.961301 -0.829476 2.633824 0.0 1.1 -1.5
H 2.509846 -0.471258 -0.477134 -1.1 -0.1 1.6
H 1.731052 -1.711494 0.632357 -0.1 1.5 0.0
H -0.507665 -1.026540 1.456768 0.4 1.8 0.4
H 0.530047 -0.072271 2.640912 -0.8 0.5 -1.6
H -3.999973 -0.983728 2.683769 1.5 0.2 -1.2
H -2.317223 -1.606837 2.251082 -1.1 1.2 -0.6
H -4.626565 -0.651532 0.161163 1.5 -0.9 0.5
H -2.849009 -0.740503 -0.287076 -1.2 -0.7 1.1
H -3.663605 -2.858487 -1.081935 0.1 0.2 1.9
H -2.771874 -3.312087 0.480459 -1.5 0.9 -0.5
H -4.843042 -4.380837 1.225999 -0.4 1.4 -1.0
H -5.600789 -3.976789 -0.394983 0.9 0.9 1.5
H -5.665826 -2.246416 2.091473 -0.4 -0.1 -0.9
H -6.389163 -1.843727 0.600782 0.4 -0.6 0.6
H -6.092731 2.138860 1.961665 1.0 -1.4 0.2
H -5.640134 0.278637 1.798586 0.3 1.6 0.4
H -6.001677 0.099447 4.205563 0.4 1.6 -0.4
H -4.594719 1.339728 4.410342 -1.7 -0.4 -0.7
H -4.626500 4.117213 4.455936 -0.6 0.9 -1.6
H -6.475025 6.134603 4.807827 0.6 -0.5 -1.6
H -7.243233 7.327094 2.430228 1.2 -1.5 -0.2
H -6.299140 6.443024 0.182623 0.7 -0.9 1.8
H -0.963429 7.596706 1.430296 1.6 -1.0 0.4
H 0.763021 7.309429 0.854076 -0.8 -0.6 1.4
H 0.332591 7.445301 2.719186 -0.2 -0.8 -1.7
H 1.861835 4.781443 1.519642 -2.0 -0.8 0.3
C 6.865941 -1.239480 -1.341776 0.1 0.0 0.0
C 6.905057 0.256632 -1.051185 0.1 -0.2 0.1
N 7.672731 0.599533 0.140610 -0.1 0.2 0.4
C 7.455861 1.971676 0.596085 -0.2 -0.1 0.0
C 7.893252 3.103313 -0.331611 0.1 0.3 0.0
C 9.057991 0.141889 0.170729 0.0 -0.4 -0.1
C 9.977160 0.579172 -0.969260 0.3 0.0 -0.1
H 6.517757 -1.801709 -0.470295 0.1 0.1 0.0
H 6.175816 -1.438984 -2.166226 0.1 0.0 0.0
H 7.845648 -1.624211 -1.636157 -0.1 0.0 0.0
H 5.868049 0.579660 -0.907101 0.2 0.2 0.2
H 7.276923 0.783579 -1.938317 0.0 0.0 -0.2
H 7.935300 2.109219 1.571572 0.1 -0.2 -0.1
H 6.384520 2.093777 0.794006 0.0 -0.1 -0.1
H 8.978430 3.211131 -0.353626 -0.1 0.0 -0.1
H 7.488007 4.052486 0.032931 0.0 -0.1 0.0
H 7.531764 2.967174 -1.352883 0.0 0.0 0.0
H 9.055230 -0.953246 0.199728 -0.1 0.1 -0.1
H 9.517550 0.431086 1.120940 -0.2 0.2 0.0
H 9.519223 0.442511 -1.952026 0.0 0.0 0.1
H 10.891075 -0.023025 -0.952440 -0.1 0.0 0.0
H 10.282386 1.620873 -0.868936 -0.1 0.0 -0.1
C -0.301630 -2.710283 -3.433387 0.0 0.0 0.1
C -0.632690 -3.754940 -4.493635 0.1 0.0 0.2
N -0.246522 -5.110035 -4.116049 0.2 -0.3 -0.2
C -0.270174 -6.053427 -5.232580 0.2 0.1 -0.1
C -1.618882 -6.339314 -5.889748 -0.1 -0.2 -0.1
C -0.796068 -5.611625 -2.861311 0.1 0.3 0.2
C -2.316281 -5.629958 -2.706926 -0.2 -0.1 0.1
H 0.753448 -2.757894 -3.148508 -0.1 -0.1 0.0
H -0.497237 -1.708673 -3.825980 0.0 -0.1 0.0
H -0.911382 -2.833045 -2.534346 0.1 0.0 0.0
H -0.086443 -3.473462 -5.400497 0.0 -0.3 0.0
H -1.699987 -3.690540 -4.738330 -0.1 0.1 -0.1
H 0.175915 -7.002145 -4.914293 -0.1 0.1 0.2
H 0.407499 -5.674174 -6.006217 0.0 0.1 0.1
H -2.250696 -6.966308 -5.259323 0.0 0.1 0.0
H -1.461673 -6.886636 -6.824480 0.0 0.1 0.1
H -2.163331 -5.425594 -6.136525 0.0 0.0 0.0
H -0.381862 -5.011912 -2.043274 0.0 0.1 -0.1
H -0.413206 -6.619161 -2.671401 0.1 0.0 -0.3
H -2.779526 -4.688492 -3.012811 0.1 0.0 0.0
H -2.573891 -5.789791 -1.654923 0.0 0.0 -0.1
H -2.772851 -6.442861 -3.271857 0.0 0.1 0.0